# 1
A structure of composition C26H29N5O6RuS2Se3Te in a non-equilibrium geometry, computed with wB97M-V/def2-TZVPD.

Element x y z (Å)
Ru (-1.204, 0.403, -1.955)
Se (-1.374, -0.175, 1.430)
Se (-0.339, 0.933, 3.068)
Te (-0.450, 3.093, 1.695)
Se (-1.100, 2.190, -0.509)
C (-5.148, 1.100, 4.222)
C (-4.970, 0.820, 2.748)
C (-4.599, 1.824, 1.873)
C (-4.356, 1.548, 0.533)
C (-4.496, 0.255, 0.074)
C (-4.903, -0.768, 0.929)
C (-5.140, -0.478, 2.255)
S (-3.864, -0.209, -1.490)
O (-4.870, -1.024, -2.133)
O (-3.409, 1.014, -2.208)
N (-2.524, -1.008, -1.154)
C (-2.395, -2.351, -1.754)
C (-1.616, -2.290, -3.059)
O (-1.406, -3.303, -3.700)
O (-1.220, -1.082, -3.401)
H (-5.134, 2.173, 4.423)
H (-4.327, 0.648, 4.785)
H (-6.086, 0.685, 4.594)
H (-4.445, 2.831, 2.243)
H (-4.025, 2.324, -0.142)
H (-4.982, -1.781, 0.553)
H (-5.421, -1.275, 2.936)
H (-3.369, -2.769, -1.991)
H (-1.893, -3.021, -1.059)
C (4.881, 0.503, 1.277)
C (3.868, 1.095, 0.298)
C (2.441, 1.038, 0.819)
N (1.952, -0.336, 0.950)
C (1.378, -0.987, -0.013)
S (1.252, -0.376, -1.618)
N (0.907, -2.256, 0.186)
C (0.822, -3.078, 1.313)
O (0.027, -3.979, 1.323)
C (1.806, -2.887, 2.423)
C (3.170, -2.896, 2.155)
C (4.079, -2.827, 3.201)
C (3.622, -2.724, 4.511)
C (2.257, -2.722, 4.774)
C (1.348, -2.832, 3.731)
H (5.894, 0.545, 0.871)
H (4.649, -0.544, 1.493)
H (4.871, 1.052, 2.223)
H (3.916, 0.561, -0.656)
H (4.112, 2.145, 0.109)
H (1.773, 1.576, 0.159)
H (2.367, 1.493, 1.802)
H (1.807, -0.671, 1.896)
H (0.344, -2.588, -0.586)
H (3.516, -2.979, 1.130)
H (5.143, -2.851, 2.995)
H (4.333, -2.642, 5.326)
H (1.896, -2.636, 5.793)
H (0.280, -2.859, 3.919)
N (3.621, 2.801, -3.111)
C (2.952, 3.229, -4.217)
O (3.418, 4.029, -5.008)
C (1.596, 2.619, -4.410)
C (1.084, 2.446, -5.686)
C (-0.162, 1.869, -5.825)
C (-0.842, 1.441, -4.693)
N (-0.341, 1.593, -3.461)
C (0.837, 2.212, -3.332)
H (4.532, 3.183, -2.931)
H (3.270, 2.063, -2.521)
H (1.666, 2.768, -6.541)
H (-0.614, 1.732, -6.799)
H (-1.810, 0.969, -4.755)
H (1.146, 2.403, -2.317)

Properties
Kohn-Sham gap (alpha / beta) (eV): 5.64 / 5.07
Multiplicity: 2
Expectation value of S²: 0.77
ΔE to the lowest compared entry with this formula, charge and spin (kcal/mol): 38.7
E_HOMO (alpha / beta) (eV): -3.676 / -3.702
Net charge: -1
F_max (hartree/bohr): 0.0462

Quick look at the Mulliken charges, all values in e: 0.978, -0.048, -0.519, -0.248, -0.216, -1.471, 1.108, -0.745, -0.387, -0.304, -0.643, -0.576, 1.630, -0.793, -0.828, -0.159, -0.840, 0.543, -0.752, -0.553, 0.361, 0.266, 0.380, 0.299, 0.654, 0.389, 0.342, 0.413, 0.369, -1.334, -0.228, -0.906, 0.729, 0.173, -0.400, 0.101, 0.030, -0.589, -0.050, 0.132, -0.437, -0.495, -0.687, -0.158, 0.441, 0.131, 0.335, 0.213, 0.391, -0.027, 0.553, 0.148, 0.025, 0.425, 0.452, 0.385, 0.399, 0.485, -0.272, 0.189, -0.660, -0.007, -0.401, -0.922, -0.242, 0.311, -0.508, 0.200, 0.233, 0.471, 0.404, 0.502, 0.815

---

# 2
A structure of composition C26H29N5O6RuS2Se3Te, computed with wB97M-V/def2-TZVPD.

Element x y z (Å)
Ru (-0.567, -0.610, 0.381)
Se (1.823, -2.147, 2.857)
Se (1.752, -2.660, 4.985)
Te (-1.668, -3.448, 4.163)
Se (-0.539, -2.543, 2.161)
C (-5.367, -2.793, 2.719)
C (-4.606, -1.739, 1.967)
C (-4.549, -1.757, 0.575)
C (-3.902, -0.757, -0.127)
C (-3.273, 0.269, 0.572)
C (-3.310, 0.301, 1.963)
C (-3.968, -0.707, 2.650)
S (-2.610, 1.647, -0.363)
O (-2.257, 2.651, 0.615)
O (-3.612, 1.968, -1.351)
N (-1.260, 1.107, -1.040)
C (-1.309, 0.624, -2.414)
C (-1.186, -0.896, -2.515)
O (-1.081, -1.443, -3.614)
O (-1.201, -1.538, -1.397)
H (-5.487, -3.696, 2.118)
H (-6.363, -2.429, 2.987)
H (-4.841, -3.062, 3.633)
H (-5.030, -2.564, 0.035)
H (-3.897, -0.759, -1.208)
H (-2.827, 1.117, 2.483)
H (-3.980, -0.699, 3.733)
H (-0.488, 1.063, -2.986)
H (-2.230, 0.924, -2.916)
C (2.094, 5.086, 4.074)
C (2.073, 3.563, 4.072)
C (2.853, 2.964, 2.907)
N (2.250, 3.211, 1.600)
C (1.228, 2.504, 1.099)
S (0.567, 1.234, 2.000)
N (0.765, 2.777, -0.152)
C (0.996, 3.842, -1.008)
O (0.735, 3.741, -2.184)
C (1.454, 5.155, -0.449)
C (0.644, 5.817, 0.470)
C (1.015, 7.071, 0.931)
C (2.202, 7.648, 0.500)
C (3.011, 6.983, -0.412)
C (2.630, 5.741, -0.900)
H (1.543, 5.488, 4.926)
H (1.636, 5.487, 3.168)
H (3.117, 5.469, 4.127)
H (1.048, 3.192, 4.031)
H (2.507, 3.174, 4.997)
H (2.960, 1.887, 3.029)
H (3.853, 3.403, 2.866)
H (2.583, 4.005, 1.078)
H (0.004, 2.127, -0.515)
H (-0.273, 5.344, 0.808)
H (0.381, 7.595, 1.635)
H (2.496, 8.622, 0.872)
H (3.932, 7.439, -0.752)
H (3.234, 5.224, -1.636)
N (0.098, -4.089, -3.537)
C (1.397, -4.137, -3.180)
O (2.187, -5.001, -3.529)
C (1.819, -2.998, -2.288)
C (2.744, -2.076, -2.748)
C (3.049, -0.980, -1.961)
C (2.416, -0.854, -0.739)
N (1.542, -1.749, -0.267)
C (1.251, -2.803, -1.037)
H (-0.203, -4.767, -4.217)
H (-0.413, -3.200, -3.475)
H (3.190, -2.208, -3.726)
H (3.748, -0.223, -2.292)
H (2.614, -0.008, -0.089)
H (0.520, -3.495, -0.639)

Properties
Kohn-Sham gap (alpha / beta) (eV): 6.07 / 5.23
Multiplicity: 6
Expectation value of S²: 8.77
ΔE to the lowest compared entry with this formula, charge and spin (kcal/mol): 27.3
E_HOMO (alpha / beta) (eV): -4.081 / -4.274
Net charge: -1
F_max (hartree/bohr): 0.0111

Quick look at the Mulliken charges, all values in e: 1.617, -0.073, -0.309, -0.387, -0.395, -1.439, 0.960, -0.910, -0.531, -0.454, 0.334, -0.770, 1.466, -0.701, -0.849, -0.767, -1.035, 0.793, -0.878, -0.846, 0.339, 0.320, 0.258, 0.321, 0.455, 0.516, 0.341, 0.288, 0.453, -1.031, -0.136, -1.267, 0.133, 0.266, -0.080, 0.809, 0.407, -0.573, -0.554, 0.117, -0.559, -0.419, -0.648, 0.006, 0.406, 0.089, 0.304, 0.220, 0.424, 0.344, 0.527, 0.192, -0.371, 0.530, 0.419, 0.401, 0.392, 0.442, -0.254, -0.070, -0.670, 0.376, -0.317, -0.808, -0.292, 0.111, -0.135, 0.236, 0.283, 0.449, 0.431, 0.350, 0.405

---

# 3
A structure of composition C26H29N6O5Pb, computed with wB97M-V/def2-TZVPD.

Element x y z (Å)
Pb (0.261, 0.155, 0.564)
C (1.589, 4.441, -1.459)
N (0.362, 3.857, -2.018)
C (-0.331, 4.532, -3.121)
C (-0.102, 2.749, -1.486)
O (0.495, 2.182, -0.532)
C (-1.390, 2.157, -2.043)
O (-1.697, 1.015, -1.282)
C (-3.066, 0.764, -1.016)
C (-3.188, 0.346, 0.446)
O (-2.142, 0.177, 1.114)
N (-4.386, 0.173, 0.967)
C (-5.642, 0.325, 0.232)
C (-4.518, -0.176, 2.384)
H (1.727, 5.427, -1.887)
H (2.449, 3.817, -1.697)
H (1.502, 4.522, -0.378)
H (0.257, 5.393, -3.419)
H (-1.315, 4.884, -2.811)
H (-0.432, 3.874, -3.984)
H (-1.243, 1.893, -3.096)
H (-2.188, 2.903, -2.006)
H (-3.420, -0.044, -1.663)
H (-3.673, 1.648, -1.214)
H (-5.474, 0.623, -0.797)
H (-6.261, 1.075, 0.722)
H (-6.174, -0.626, 0.233)
H (-3.692, -0.810, 2.691)
H (-5.456, -0.708, 2.520)
H (-4.535, 0.730, 2.992)
C (-0.670, 2.109, 4.682)
C (-0.707, 1.660, 3.362)
N (0.369, 1.256, 2.701)
C (1.569, 1.296, 3.344)
C (1.688, 1.677, 4.682)
C (0.523, 2.093, 5.354)
C (2.974, 1.670, 5.326)
C (4.087, 1.345, 4.640)
C (4.009, 1.026, 3.240)
C (5.152, 0.778, 2.459)
C (5.016, 0.534, 1.115)
C (3.730, 0.509, 0.569)
N (2.638, 0.704, 1.284)
C (2.767, 0.983, 2.598)
H (-1.579, 2.449, 5.156)
H (-1.644, 1.599, 2.829)
H (0.585, 2.400, 6.391)
H (3.027, 1.946, 6.371)
H (5.055, 1.336, 5.122)
H (6.130, 0.805, 2.922)
H (5.877, 0.373, 0.483)
H (3.592, 0.342, -0.494)
O (0.336, -1.230, -2.547)
N (0.762, -1.954, -3.279)
N (2.127, -2.745, -2.452)
O (2.194, -2.454, -1.311)
C (2.886, -3.597, -3.185)
C (2.623, -3.766, -4.567)
C (3.464, -4.577, -5.292)
C (4.521, -5.223, -4.659)
C (4.779, -5.070, -3.295)
C (3.970, -4.261, -2.543)
H (1.776, -3.294, -5.040)
H (3.290, -4.733, -6.348)
H (5.159, -5.879, -5.240)
H (5.612, -5.590, -2.844)
H (4.136, -4.115, -1.484)

Properties
Kohn-Sham gap (eV): 5.39
ΔE to the lowest compared entry with this formula, charge and spin (kcal/mol): 0.0
E_HOMO (eV): -15.924
Net charge: +3
F_max (hartree/bohr): 0.0190

Quick look at the natural (NBO) charges, all values in e: 1.508, -0.413, -0.345, -0.425, 0.679, -0.760, -0.154, -0.544, -0.157, 0.675, -0.755, -0.354, -0.416, -0.422, 0.235, 0.219, 0.231, 0.250, 0.223, 0.218, 0.216, 0.223, 0.223, 0.218, 0.212, 0.234, 0.234, 0.235, 0.235, 0.218, -0.246, 0.100, -0.560, 0.147, -0.074, -0.063, -0.148, -0.165, -0.074, -0.094, -0.232, 0.067, -0.541, 0.216, 0.254, 0.224, 0.250, 0.247, 0.248, 0.250, 0.248, 0.193, -0.084, 0.403, 0.245, -0.233, 0.058, -0.117, -0.216, -0.015, -0.203, -0.122, 0.252, 0.267, 0.261, 0.266, 0.255

---

# 4
A cluster of 2 separate species, C26H30BF3O3S in total in a non-equilibrium geometry, computed with wB97M-V/def2-TZVPD.

Element x y z (Å)
C (-2.493, 0.697, 1.836)
O (-1.302, 0.127, 1.242)
C (-1.178, 0.149, -0.151)
B (-0.750, -1.289, -0.834)
O (-0.046, -1.119, -2.002)
C (0.556, -2.405, -2.257)
C (-0.293, -3.054, -3.353)
C (1.966, -2.143, -2.746)
C (0.445, -3.136, -0.840)
C (0.172, -4.619, -0.865)
C (1.640, -2.862, 0.081)
O (-0.716, -2.510, -0.223)
C (-2.484, 0.119, -0.953)
C (-2.799, 1.082, -1.924)
C (-3.848, 0.842, -2.827)
C (-4.641, -0.308, -2.698)
C (-4.393, -1.215, -1.659)
C (-3.324, -1.011, -0.798)
H (-2.263, 0.762, 2.898)
H (-2.724, 1.704, 1.451)
H (-3.366, 0.047, 1.681)
H (-0.486, 0.948, -0.460)
H (0.119, -4.021, -3.657)
H (-1.334, -3.196, -3.028)
H (-0.295, -2.400, -4.235)
H (2.476, -3.095, -2.926)
H (1.937, -1.587, -3.690)
H (2.548, -1.560, -2.022)
H (1.016, -5.150, -1.319)
H (0.063, -4.975, 0.166)
H (-0.742, -4.855, -1.418)
H (2.531, -3.378, -0.300)
H (1.864, -1.791, 0.202)
H (1.414, -3.264, 1.079)
H (-2.188, 1.985, -1.954)
H (-4.046, 1.546, -3.634)
H (-5.424, -0.522, -3.423)
H (-5.003, -2.113, -1.537)
H (-3.129, -1.726, 0.009)
C (5.579, -0.619, 2.098)
C (4.460, 0.230, 1.638)
C (4.331, 0.879, 0.416)
C (3.194, 1.743, 0.360)
C (2.443, 1.746, 1.533)
C (1.261, 2.515, 1.820)
C (0.956, 3.655, 1.045)
C (-0.136, 4.448, 1.355)
C (-0.949, 4.108, 2.435)
C (-2.136, 4.987, 2.735)
F (-2.635, 4.778, 3.987)
F (-1.818, 6.315, 2.643)
F (-3.169, 4.768, 1.851)
C (-0.656, 3.004, 3.227)
C (0.421, 2.196, 2.904)
S (3.126, 0.606, 2.673)
H (6.453, -0.457, 1.460)
H (5.850, -0.367, 3.131)
H (5.304, -1.683, 2.062)
H (5.057, 0.749, -0.381)
H (2.936, 2.342, -0.504)
H (1.635, 3.919, 0.230)
H (-0.338, 5.357, 0.791)
H (-1.271, 2.786, 4.103)
H (0.626, 1.292, 3.479)

Properties
Kohn-Sham gap (eV): 8.21
ΔE to the lowest compared entry with this formula, charge and spin (kcal/mol): 0.0
E_HOMO (eV): -8.086
Net charge: 0
F_max (hartree/bohr): 0.0625

Quick look at the natural (NBO) charges, all values in e: -0.249, -0.549, -0.217, 1.155, -0.723, 0.236, -0.632, -0.626, 0.251, -0.628, -0.637, -0.732, -0.057, -0.205, -0.200, -0.223, -0.226, -0.185, 0.188, 0.179, 0.177, 0.197, 0.209, 0.221, 0.224, 0.209, 0.223, 0.224, 0.210, 0.223, 0.222, 0.211, 0.224, 0.224, 0.217, 0.215, 0.215, 0.214, 0.225, -0.643, -0.183, -0.260, -0.230, -0.240, 0.045, -0.223, -0.169, -0.169, 0.980, -0.326, -0.329, -0.332, -0.170, -0.214, 0.432, 0.229, 0.227, 0.225, 0.222, 0.223, 0.217, 0.230, 0.234, 0.224

---

no.,total energy (a.u.)
1,-10097.1446
2,-10097.1222
3,-1904.7844
4,-1957.1940